w.
Formula: C7H15NO2
Source: the OMol25 dataset
Level of theory: ωB97M-V/def2-TZVPD

As for the SMILES: C=C/C=C/C/C=C/N.O.O.

Cartesian coordinates (Å):
C  -1.859  -1.744  1.670
C  -0.832  -2.455  1.351
C  0.270  -2.165  0.406
C  0.750  -0.901  0.308
C  2.147  -0.775  -0.282
C  2.361  0.288  -1.280
C  1.682  0.149  -2.406
N  1.594  1.284  -3.212
H  -2.493  -1.168  1.126
H  -2.454  -2.151  2.480
H  -0.663  -3.416  1.942
H  0.793  -2.911  -0.147
H  0.449  -0.048  0.805
H  2.821  -0.648  0.641
H  2.410  -1.861  -0.542
H  2.735  1.261  -0.894
H  1.179  -0.809  -2.785
H  0.943  1.410  -3.880
H  1.846  2.092  -2.713
O  -3.218  2.635  0.150
H  -2.897  2.134  0.892
H  -3.679  2.078  -0.570
O  -1.455  1.921  2.674
H  -0.778  1.423  2.636
H  -1.109  2.798  2.307

=====

x.
Formula: C7H15NO2
Source: the OMol25 dataset
Level of theory: ωB97M-V/def2-TZVPD

As for the SMILES: C[C@H]1CC[C@H]1N(C)C=O.O.

Cartesian coordinates (Å):
C  0.808  -2.845  0.539
C  -0.053  -2.534  -0.675
C  -1.160  -3.586  -0.946
C  -2.171  -2.673  -0.217
C  -1.198  -1.504  -0.467
N  -1.125  -0.366  0.445
C  -1.437  -0.608  1.849
C  -0.121  0.928  0.052
O  0.485  1.567  0.894
H  0.209  -3.217  1.383
H  1.543  -3.623  0.287
H  1.357  -1.955  0.879
H  0.596  -2.301  -1.531
H  -1.386  -3.684  -2.017
H  -0.998  -4.587  -0.521
H  -3.187  -2.585  -0.624
H  -2.238  -2.938  0.846
H  -1.424  -1.076  -1.455
H  -2.471  -0.964  1.968
H  -0.751  -1.326  2.318
H  -1.312  0.334  2.396
H  0.264  0.747  -0.969
O  -2.063  1.972  -0.535
H  -2.306  0.853  -0.153
H  -2.020  1.979  -1.496

=====

Which structure is the most stable? The one labeled x.

=====

w.
Formula: C7H15NO2
Source: the OMol25 dataset
Level of theory: ωB97M-V/def2-TZVPD

Cartesian coordinates (Å):
C  1.729  -0.129  0.433
C  1.440  -1.534  -0.015
C  2.947  0.511  -0.182
C  0.740  0.758  1.044
O  1.591  0.106  1.910
O  0.429  1.957  0.978
H  2.342  -2.147  0.063
H  3.081  1.527  0.186
H  1.107  -1.524  -1.054
H  0.668  -1.998  0.594
H  2.830  0.548  -1.267
H  3.841  -0.078  0.041
C  -1.163  -0.114  1.359
C  -1.522  1.415  -0.978
C  -2.316  -0.845  -0.999
N  -1.241  0.060  -0.714
H  -2.583  1.692  -0.990
H  -2.081  -1.846  -0.640
H  -2.150  0.344  1.336
H  -1.191  -1.196  1.321
H  -0.856  0.192  2.355
H  -0.991  1.728  -1.885
H  -0.959  2.002  -0.201
H  -3.291  -0.523  -0.600
H  -2.399  -0.905  -2.092

=====

x.
Formula: C7H15NO2
Source: the OMol25 dataset
Level of theory: ωB97M-V/def2-TZVPD

As for the SMILES: CC(C)(O)C(C)(C)C#N.O.

Cartesian coordinates (Å):
C  0.553  1.653  1.146
C  0.160  0.234  0.738
C  1.192  -0.763  1.259
O  -1.066  -0.113  1.382
C  -0.037  0.100  -0.824
C  -1.075  1.106  -1.357
C  1.283  0.283  -1.595
C  -0.557  -1.264  -1.099
N  -0.719  -2.347  -1.510
H  1.492  1.966  0.675
H  -0.224  2.385  0.889
H  0.697  1.676  2.234
H  1.191  -0.733  2.355
H  0.961  -1.790  0.945
H  2.198  -0.502  0.912
H  -1.701  0.607  1.329
H  -0.675  2.125  -1.280
H  -1.281  0.909  -2.417
H  -2.027  1.055  -0.814
H  2.028  -0.476  -1.329
H  1.096  0.213  -2.674
H  1.699  1.276  -1.386
O  -2.031  -2.650  0.970
H  -1.577  -3.102  0.169
H  -1.580  -1.847  1.284

=====

Which structure is the most stable? The one labeled x.

=====

w.
Formula: C8H14O2
Source: the OMol25 dataset
Level of theory: ωB97M-V/def2-TZVPD

Cartesian coordinates (Å):
C  -1.670  -1.299  -1.273
C  -2.454  -0.685  -0.378
C  3.019  1.694  0.022
C  2.240  0.471  -0.293
C  2.373  -0.968  0.166
C  -3.245  0.230  1.822
C  -2.248  -0.513  1.023
C  0.901  0.575  -0.756
O  3.261  0.957  -1.151
O  0.498  1.160  -1.910
H  -2.133  -1.566  -2.221
H  -0.653  -1.664  -1.228
H  -3.413  -0.491  -0.633
H  2.472  2.677  0.042
H  3.944  1.642  0.636
H  2.328  -1.739  -0.585
H  1.603  -1.121  0.947
H  3.348  -1.165  0.552
H  -4.123  -0.419  2.057
H  -2.807  0.309  2.904
H  -3.559  1.149  1.405
H  -1.237  -0.866  1.308
H  0.227  -0.029  -0.232
H  1.329  1.659  -2.224

=====

x.
Formula: C8H14O2
Source: the OMol25 dataset
Level of theory: ωB97M-V/def2-TZVPD

As for the SMILES: CC[C@@]12CCC[C@@H](OC1)O2.

Cartesian coordinates (Å):
C  2.413  -1.619  -0.275
C  1.883  -0.262  0.229
C  0.411  -0.003  -0.017
C  0.034  1.254  0.764
C  -1.472  1.589  0.526
C  -2.293  0.277  0.677
C  -1.680  -0.846  -0.139
O  -1.345  -0.495  -1.512
C  -0.011  0.047  -1.526
O  -0.399  -1.035  0.470
H  3.467  -1.657  -0.020
H  1.872  -2.427  0.222
H  2.312  -1.761  -1.362
H  2.166  -0.212  1.274
H  2.424  0.551  -0.236
H  0.683  2.079  0.390
H  0.191  1.114  1.826
H  -1.805  2.315  1.258
H  -1.648  2.068  -0.470
H  -3.308  0.414  0.346
H  -2.306  -0.034  1.740
H  -2.253  -1.780  -0.099
H  0.009  1.049  -1.962
H  0.656  -0.629  -2.104

=====

Which structure is the most stable? The one labeled x.

=====

w.
Formula: C2H4O2PS
Source: the OMol25 dataset
Level of theory: ωB97M-V/def2-TZVPD

Its total charge is -1. As for the SMILES: C=C[P@](=O)([O-])S.

Cartesian coordinates (Å):
C  1.993  -0.219  -0.113
C  1.029  0.153  0.746
P  -0.718  0.083  -0.125
O  -0.592  -0.108  -1.605
O  -1.350  1.353  0.350
S  -2.675  -1.234  0.344
H  1.559  -0.483  -1.144
H  3.019  0.141  -0.123
H  0.870  0.456  1.715
H  -3.135  -0.141  -0.045

=====

x.
Formula: C2H4O2PS
Source: the OMol25 dataset
Level of theory: ωB97M-V/def2-TZVPD

Its total charge is -1.

Cartesian coordinates (Å):
C  1.164  -0.609  -1.237
C  0.371  -0.171  1.079
O  1.206  2.423  -0.071
O  -1.007  1.368  -0.669
P  0.590  1.093  -0.306
S  -0.162  -1.369  -0.206
H  1.062  -0.745  -2.363
H  1.439  -0.405  1.476
H  -0.358  0.133  1.801
H  -1.013  0.412  -0.828

=====

Which structure is the most stable? The one labeled w.

=====

w.
Formula: C3H3ClOS
Source: the OMol25 dataset
Level of theory: ωB97M-V/def2-TZVPD

Cartesian coordinates (Å):
C  -0.627  -0.889  0.474
C  -0.571  0.413  -0.367
C  0.669  -0.296  0.100
O  2.827  0.964  -0.457
S  2.286  -0.261  0.217
Cl  -1.703  2.034  0.041
H  -1.003  -0.857  1.566
H  -1.119  -1.706  -0.065
H  -0.758  0.596  -1.509

=====

x.
Formula: C3H3ClOS
Source: the OMol25 dataset
Level of theory: ωB97M-V/def2-TZVPD

Cartesian coordinates (Å):
C  -0.326  0.651  0.072
C  -0.571  -0.867  0.142
C  1.093  0.227  -0.088
H  -0.497  1.170  1.037
H  -0.877  -1.311  -0.794
H  -1.116  -1.323  0.986
O  0.843  -1.020  0.353
S  2.561  0.859  -0.485
Cl  -1.110  1.616  -1.224

=====

Which structure is the most stable? The one labeled x.

=====

w.
Formula: C4H7ClN3
Source: the OMol25 dataset
Level of theory: ωB97M-V/def2-TZVPD

Its total charge is +1.

Cartesian coordinates (Å):
C  0.962  0.830  -0.903
C  -1.309  1.108  0.415
C  1.233  -1.299  -0.677
C  0.626  0.487  0.570
N  1.152  -0.253  -1.512
N  -2.140  0.161  0.332
N  0.839  -0.862  0.715
Cl  -1.311  2.732  0.145
H  0.852  1.824  -1.163
H  0.385  -2.044  -1.072
H  2.125  -1.829  -0.641
H  0.824  1.172  1.495
H  -3.166  0.048  0.076
H  -1.889  -0.759  0.608
H  0.818  -1.316  1.611

=====

x.
Formula: C4H7ClN3
Source: the OMol25 dataset
Level of theory: ωB97M-V/def2-TZVPD

Its total charge is +1.

Cartesian coordinates (Å):
C  -0.928  -1.451  -1.103
C  0.330  0.191  0.171
C  -2.299  0.303  -0.326
C  1.622  0.778  0.398
N  0.195  -0.949  -0.523
N  -2.168  -0.889  -0.943
N  1.892  1.372  1.630
Cl  -3.369  0.813  0.765
H  -0.817  -2.295  -1.690
H  2.363  0.075  0.182
H  1.912  1.575  -0.439
H  -3.033  -1.212  -1.374
H  1.026  -1.484  -0.917
H  1.629  2.335  1.748
H  1.646  0.840  2.421

=====

Which structure is the most stable? The one labeled w.